Record 1
86
Properties=species:S:1:pos:R:3:mulliken_spin:R:1 method="wB97M-V/def2-TZVPD" multiplicity=5 lumo_energy_ev="-3.1 / -2.5" e_homo_ev="-9.61 / -9.95" molar_mass_da=614.611 total_charge=+1 gap_ha="0.239 / 0.275"
Cr 0.22 0.45 -0.29 3.8235
C -3.31 0.46 2.31 0.0225
C -2.29 1.51 2.76 0.0051
C -2.80 2.92 2.52 0.0035
P -0.61 1.19 2.02 0.1109
C 0.47 2.40 2.91 -0.0199
C 1.86 1.86 3.20 -0.0085
C 0.60 3.66 2.05 0.0064
C -0.24 -0.48 2.61 -0.0247
C 0.06 -0.77 3.94 0.0071
C 0.36 -2.07 4.33 0.0058
C 0.38 -3.07 3.37 0.0039
C 0.06 -2.81 2.05 -0.0154
C -0.30 -1.51 1.65 -0.0231
N -0.64 -1.19 0.34 -0.3262
C -1.60 -1.89 -0.37 0.1333
C -2.33 -2.97 0.15 0.0211
C -3.27 -3.63 -0.61 -0.0041
C -3.53 -3.27 -1.93 0.0124
C -2.85 -2.18 -2.45 -0.0050
C -1.91 -1.49 -1.70 -0.0119
P -1.17 0.03 -2.33 0.0896
C -2.65 1.11 -2.61 -0.0457
C -3.39 1.28 -1.28 0.0600
C -2.32 2.47 -3.22 -0.0078
C -0.50 -0.35 -4.01 -0.0219
C 0.45 0.74 -4.49 0.0064
C 0.20 -1.70 -4.01 0.0330
H -4.22 0.58 2.89 0.0000
H -2.94 -0.55 2.46 -0.0007
H -3.57 0.59 1.26 -0.0024
H -2.12 1.37 3.84 0.0000
H -2.90 3.14 1.46 -0.0041
H -2.16 3.68 2.97 -0.0002
H -3.79 3.03 2.97 0.0002
H -0.02 2.66 3.86 -0.0054
H 2.32 1.50 2.27 0.0389
H 1.87 1.03 3.91 0.0015
H 2.50 2.65 3.59 0.0009
H 1.19 3.44 1.15 0.0115
H 1.12 4.45 2.59 0.0009
H -0.36 4.05 1.72 -0.0005
H 0.07 0.02 4.67 -0.0006
H 0.59 -2.29 5.36 -0.0004
H 0.64 -4.09 3.66 0.0000
H 0.09 -3.60 1.32 0.0020
H -2.19 -3.28 1.18 0.0027
H -3.81 -4.46 -0.16 -0.0008
H -4.26 -3.81 -2.52 0.0004
H -3.07 -1.86 -3.46 0.0000
H -3.30 0.56 -3.29 -0.0051
H -2.76 1.82 -0.56 0.0342
H -3.65 0.31 -0.85 -0.0090
H -4.30 1.85 -1.42 -0.0033
H -1.53 2.98 -2.66 0.0003
H -3.20 3.11 -3.20 0.0020
H -2.00 2.39 -4.26 0.0000
H -1.36 -0.40 -4.69 -0.0051
H 1.29 0.84 -3.79 0.0075
H -0.01 1.72 -4.59 0.0037
H 0.86 0.46 -5.46 0.0010
H 1.02 -1.70 -3.29 -0.0057
H 0.63 -1.89 -5.00 0.0005
H -0.47 -2.52 -3.76 0.0026
C 2.65 -2.69 -1.19 -0.0004
C 3.35 -1.38 -1.49 0.0208
As 2.87 0.02 -0.21 0.0573
C 3.97 -0.49 1.34 0.0107
C 3.33 -1.49 2.29 0.0016
C 3.87 1.59 -0.83 -0.0202
C 3.23 2.28 -2.02 0.0182
H 2.84 -3.43 -1.97 0.0009
H 1.56 -2.55 -1.12 0.0238
H 2.98 -3.11 -0.25 0.0017
H 3.10 -0.99 -2.48 -0.0123
H 4.44 -1.50 -1.47 -0.0017
H 4.22 0.44 1.85 0.0031
H 4.91 -0.88 0.92 0.0000
H 2.42 -1.09 2.74 0.0000
H 4.03 -1.74 3.09 -0.0002
H 3.07 -2.42 1.78 0.0009
H 4.90 1.29 -1.07 -0.0007
H 3.93 2.27 0.03 0.0005
H 3.22 1.62 -2.89 -0.0033
H 3.77 3.18 -2.30 0.0000
H 2.19 2.58 -1.81 0.0017

Record 2
131
Properties=species:S:1:pos:R:3:lowdin_charge:R:1 method="wB97M-V/def2-TZVPD" lumo_energy_ev=-0.4 e_homo_ev=-7.62 molar_mass_da=2397.830 gap_ha=0.267
C 0.16 -3.32 -5.58 -0.1162
C -0.58 -2.78 -4.39 -0.7389
Br -2.40 -2.29 -4.68 0.7451
C 0.00 -2.70 -3.20 -0.6358
Br -1.05 -2.05 -1.72 0.7123
C 1.39 -3.09 -2.82 -0.3091
O 1.85 -4.40 -3.20 0.0305
C 3.01 -4.47 -2.45 -0.5162
O 3.40 -5.44 -1.86 0.1833
O 3.59 -3.24 -2.46 -0.0171
C 2.68 -2.32 -3.15 -0.6744
Cl 3.30 -2.47 -4.83 0.7213
C 2.97 -0.95 -2.45 -0.5627
I 4.70 -0.01 -3.46 0.8446
C 1.78 0.10 -2.51 -0.7159
C 1.85 0.93 -1.20 -0.2542
I 2.01 1.59 -4.12 0.8122
H 0.66 -4.26 -5.33 0.0849
H -0.47 -3.48 -6.45 0.0697
H 0.91 -2.58 -5.87 0.0463
H 1.37 -3.13 -1.72 0.1342
H 3.35 -1.10 -1.45 0.0584
H 0.79 -0.31 -2.66 0.0084
H 1.07 1.69 -1.18 0.0574
H 1.73 0.22 -0.37 0.0386
H 2.84 1.37 -1.15 0.0314
C -0.79 4.59 -2.97 -0.9415
Cl -0.39 3.30 -4.11 0.4076
Cl -2.44 5.20 -3.16 0.5651
H -0.69 4.20 -1.96 0.0259
H -0.10 5.41 -3.13 0.0344
C 6.30 -1.14 -7.71 -0.9617
Cl 5.87 -0.71 -6.04 0.3345
Cl 5.72 0.08 -8.85 0.4822
H 7.38 -1.22 -7.78 0.0297
H 5.84 -2.09 -7.95 0.0292
C -5.55 3.23 -3.09 -1.0132
Cl -6.23 2.45 -1.66 0.4845
Cl -4.94 2.04 -4.25 0.5523
H -6.32 3.82 -3.57 0.0353
H -4.74 3.86 -2.76 -0.0390
C -4.65 2.40 2.05 -1.0264
Cl -3.74 3.09 0.71 0.4928
Cl -4.23 3.18 3.59 0.5009
H -5.71 2.55 1.86 0.0227
H -4.43 1.35 2.12 -0.0373
C -2.79 3.78 -6.40 -1.0801
Cl -3.69 5.23 -6.86 0.4998
Cl -1.74 3.21 -7.71 0.5190
H -2.17 4.01 -5.54 -0.1044
H -3.49 2.99 -6.16 -0.0423
C 3.68 1.48 2.26 -0.9880
Cl 4.14 0.23 1.10 0.5569
Cl 2.03 2.06 1.94 0.5384
H 3.72 1.06 3.26 0.0213
H 4.37 2.31 2.17 0.0303
C -6.19 5.83 1.74 -1.0359
Cl -6.31 7.59 1.78 0.5107
Cl -6.44 5.19 0.11 0.4828
H -5.20 5.54 2.08 -0.0124
H -6.95 5.41 2.40 0.0288
C -1.47 3.38 6.69 -1.0389
Cl -1.21 2.13 5.46 0.4839
Cl -3.13 3.99 6.65 0.4965
H -1.27 2.96 7.66 -0.0333
H -0.78 4.20 6.49 -0.0651
C 2.56 5.28 6.81 -1.0408
Cl 2.76 4.01 5.59 0.5046
Cl 0.93 5.95 6.79 0.5629
H 2.75 4.85 7.79 -0.0327
H 3.27 6.07 6.61 0.0239
C -1.63 -3.37 1.95 -1.0212
Cl -2.42 -1.93 1.28 0.4962
Cl -0.69 -4.23 0.73 0.4999
H -0.97 -3.06 2.75 0.0037
H -2.39 -4.04 2.33 0.0152
C 5.89 2.89 7.83 -1.0107
Cl 7.50 3.17 7.16 0.5145
Cl 5.19 4.37 8.50 0.5505
H 5.24 2.53 7.04 0.0042
H 5.97 2.15 8.62 0.0274
C 0.85 -0.52 7.72 -1.0502
Cl 2.45 -0.11 7.08 0.5014
Cl 0.08 0.88 8.47 0.5212
H 0.23 -0.87 6.91 -0.0023
H 0.97 -1.29 8.47 -0.0076
C 5.72 2.93 -12.14 -1.0111
Cl 4.96 1.98 -10.85 0.4606
Cl 6.44 1.90 -13.37 0.5032
H 4.96 3.55 -12.60 0.0249
H 6.49 3.55 -11.70 0.0264
C 4.18 -7.90 0.57 -1.0309
Cl 3.49 -8.46 2.09 0.4858
Cl 4.49 -9.24 -0.54 0.5011
H 3.49 -7.21 0.10 0.0036
H 5.12 -7.40 0.77 0.0259
C -5.56 -2.52 3.50 -1.0559
Cl -7.28 -2.91 3.39 0.5428
Cl -5.28 -0.77 3.50 0.5372
H -5.16 -2.93 4.43 -0.0860
H -5.04 -2.95 2.65 0.0068
C 8.06 -2.85 -2.50 -0.9922
Cl 7.61 -4.56 -2.64 0.5084
Cl 7.07 -1.82 -3.54 0.3680
H 7.93 -2.54 -1.47 0.0248
H 9.11 -2.74 -2.78 0.0231
C 1.15 4.71 -9.54 -1.0385
Cl 0.93 3.19 -10.41 0.4915
Cl 2.83 5.26 -9.62 0.4931
H 0.51 5.46 -9.99 0.0268
H 0.88 4.56 -8.50 -0.0035
C -2.35 -4.28 5.50 -0.9698
Cl -4.06 -4.70 5.34 0.5879
Cl -2.11 -2.53 5.45 0.5398
H -1.98 -4.66 6.44 0.0279
H -1.80 -4.73 4.68 0.0179
C -2.43 -1.28 10.66 -1.0013
Cl -3.23 0.23 10.20 0.5133
Cl -1.59 -2.02 9.30 0.5213
H -1.71 -1.06 11.44 0.0285
H -3.18 -1.97 11.03 0.0250
C -3.11 -6.17 -1.85 -1.0004
Cl -1.47 -5.84 -2.43 0.5346
Cl -3.92 -4.69 -1.31 0.4973
H -3.68 -6.60 -2.66 0.0264
H -3.05 -6.86 -1.02 0.0256
C -9.64 -1.24 5.93 -1.0385
Cl -11.36 -1.63 5.82 0.4979
Cl -9.37 0.51 5.91 0.4975
H -9.25 -1.64 6.85 0.0251
H -9.13 -1.67 5.08 -0.0363

Record 3
92
Properties=species:S:1:pos:R:3:lowdin_charge:R:1 method="wB97M-V/def2-TZVPD" lumo_energy_ev=0.5 e_homo_ev=-10.43 molar_mass_da=697.609 gap_ha=0.400
Br 1.16 -23.40 5.56 0.6944
C -0.58 -23.40 6.37 -0.7070
C -0.67 -22.06 7.05 -0.6843
Br -2.54 -21.76 7.62 0.6238
H -0.58 -24.13 7.19 0.0656
H -1.27 -23.62 5.55 0.0134
H -0.35 -21.25 6.43 0.0194
H -0.09 -22.16 7.96 0.0538
C -2.47 -19.58 2.82 -0.1090
C -3.90 -19.85 3.13 -0.2652
C -4.08 -20.87 4.23 -0.1674
C -3.32 -22.09 3.87 -0.1760
N -2.71 -23.01 3.54 0.1936
H -2.03 -20.39 2.30 0.0480
H -1.88 -19.32 3.69 0.0582
H -2.41 -18.79 2.12 0.0272
H -4.45 -20.13 2.23 0.0827
H -4.48 -18.97 3.39 0.0974
H -5.15 -21.07 4.41 0.1260
H -3.68 -20.42 5.13 0.0830
C 1.68 -20.37 0.10 -0.1006
C 0.65 -20.52 1.20 -0.2750
C 1.25 -21.31 2.36 -0.1849
C 2.56 -20.68 2.88 -0.2020
N 3.48 -20.29 3.46 0.1427
H 2.52 -19.74 0.36 0.0723
H 1.32 -19.94 -0.83 0.0528
H 2.05 -21.37 -0.15 0.0822
H -0.24 -21.02 0.79 0.0861
H 0.29 -19.55 1.55 0.0894
H 1.54 -22.32 2.07 0.0899
H 0.61 -21.42 3.24 0.0715
C -1.69 -23.72 0.30 -0.1205
C -0.26 -24.22 0.51 -0.2252
C -0.09 -24.62 2.04 -0.1886
C -0.84 -25.88 2.25 -0.2251
N -1.37 -26.90 2.43 0.1423
H -2.42 -24.51 0.51 0.0790
H -1.89 -23.40 -0.72 0.0652
H -1.91 -22.93 1.01 0.0374
H 0.48 -23.43 0.29 0.0888
H -0.09 -25.04 -0.19 0.1061
H -0.59 -23.80 2.56 0.0544
H 0.93 -24.72 2.42 0.0997
C -4.31 -16.92 0.13 -0.1277
C -5.70 -17.53 0.32 -0.2602
C -6.59 -17.12 -0.83 -0.1940
C -5.99 -17.43 -2.15 -0.2174
N -5.40 -17.72 -3.10 0.1440
H -3.73 -17.18 1.01 0.0152
H -4.28 -15.82 0.09 0.0938
H -3.76 -17.35 -0.75 0.0550
H -6.08 -17.18 1.32 0.1202
H -5.68 -18.62 0.42 0.0499
H -6.88 -16.06 -0.85 0.1176
H -7.55 -17.71 -0.85 0.1268
C -3.55 -20.36 -0.94 -0.1185
C -2.84 -19.98 -2.15 -0.3062
C -1.36 -19.79 -1.99 -0.1468
C -1.18 -18.63 -0.96 -0.1738
N -1.08 -17.78 -0.18 0.1744
H -4.53 -20.69 -1.24 0.0676
H -3.58 -19.50 -0.30 0.0464
H -3.02 -21.17 -0.44 0.0682
H -3.32 -19.11 -2.66 0.1011
H -2.85 -20.84 -2.84 0.1220
H -0.77 -19.49 -2.87 0.1249
H -0.94 -20.65 -1.50 0.0882
C -3.85 -25.89 4.75 -0.0825
C -5.03 -25.05 4.69 -0.2798
N -5.95 -24.33 4.69 0.1314
H -4.00 -26.63 3.96 0.0812
H -3.75 -26.47 5.70 0.1013
H -2.99 -25.24 4.60 0.0329
C 2.54 -17.39 5.17 -0.0574
C 1.38 -18.20 4.94 -0.2739
N 0.47 -18.84 4.69 0.1720
H 3.38 -18.05 4.94 0.0674
H 2.68 -17.10 6.20 0.0851
H 2.56 -16.52 4.53 0.0874
C -1.48 -16.20 2.74 -0.0789
C -2.85 -16.26 3.20 -0.2952
N -3.98 -16.31 3.42 0.1521
H -1.46 -16.22 1.63 0.0542
H -0.90 -17.07 3.13 0.0609
H -1.02 -15.29 3.10 0.0785
C -7.78 -22.30 2.35 -0.0525
C -7.08 -21.40 1.42 -0.2415
N -6.46 -20.83 0.67 0.1631
H -8.64 -21.79 2.81 0.0945
H -7.09 -22.64 3.12 0.0398
H -8.11 -23.14 1.78 0.0736